{"formula": "C19H41NOP2ReSi", "method": "ωB97M-V/def2-TZVPD", "species": ["Re", "Si", "P", "N", "H", "C", "H", "H", "H", "C", "H", "H", "H", "C", "H", "H", "H", "C", "H", "H", "H", "H", "H", "C", "C", "C", "C", "C", "C", "H", "H", "H", "H", "H", "C", "O", "C", "H", "H", "H", "C", "H", "H", "H", "C", "C", "P", "C", "C", "C", "C", "H", "H", "H", "H", "H", "H", "H", "H", "H", "H", "H", "H", "H", "H", "H"], "positions_angstrom": [[0.01, 0.34, -0.34], [-1.79, 1.69, -0.42], [0.17, 0.38, -2.78], [1.60, 1.08, -0.21], [-1.26, -2.39, -2.41], [1.21, -0.87, -3.69], [1.15, -0.74, -4.78], [0.89, -1.89, -3.44], [2.26, -0.74, -3.39], [-1.33, 0.40, -3.88], [-1.02, 0.54, -4.92], [-1.98, 1.22, -3.58], [-1.87, -0.55, -3.79], [1.01, 1.93, -3.35], [1.05, 1.97, -4.44], [2.03, 1.95, -2.94], [0.44, 2.79, -2.97], [-3.53, 1.36, -0.87], [-4.00, 0.66, -0.16], [-3.69, 0.96, -1.88], [-4.07, 2.32, -0.79], [-1.90, 2.10, 0.99], [-1.44, 2.84, -1.28], [2.54, 1.96, 0.06], [4.77, 2.43, 0.74], [3.84, 1.49, 0.33], [2.15, 3.32, 0.15], [3.10, 4.22, 0.57], [4.39, 3.78, 0.86], [5.77, 2.09, 0.94], [4.01, 0.42, 0.21], [1.10, 3.56, -0.10], [2.81, 5.26, 0.66], [5.13, 4.51, 1.18], [-1.65, -2.39, -1.43], [-1.42, -1.15, -0.88], [-1.00, -3.56, -0.78], [-1.52, -4.47, -1.11], [-0.93, -3.65, 0.31], [0.03, -3.59, -1.16], [-2.93, -2.65, -2.22], [-2.56, -3.44, -2.91], [-3.17, -1.73, -2.78], [-3.74, -3.03, -1.60], [-0.04, 1.70, 3.14], [0.66, 0.37, 2.94], [-0.12, -0.72, 1.69], [0.95, -2.22, 1.82], [0.95, -2.94, 3.16], [-1.81, -1.07, 2.32], [-1.95, -1.46, 3.79], [0.14, 2.39, 2.30], [0.36, 2.17, 4.05], [-1.13, 1.60, 3.26], [1.69, 0.51, 2.60], [0.69, -0.22, 3.86], [0.70, -2.92, 1.02], [1.97, -1.87, 1.57], [0.02, -3.49, 3.34], [1.77, -3.67, 3.16], [1.13, -2.25, 4.00], [-2.38, -0.15, 2.11], [-2.22, -1.84, 1.67], [-1.42, -0.77, 4.46], [-3.01, -1.42, 4.05], [-1.60, -2.48, 3.96]], "mulliken_spin": [2.148, 0.008, 0.027, 0.206, 0.013, 0.004, 0.001, -0.002, 0.003, 0.002, 0.000, 0.002, -0.002, 0.020, 0.001, 0.001, -0.002, 0.028, -0.001, -0.001, 0.002, 0.075, 0.017, -0.109, -0.083, 0.135, 0.165, -0.074, 0.166, -0.005, 0.010, 0.011, -0.004, 0.015, -0.023, 0.043, 0.006, -0.001, 0.001, -0.001, 0.012, 0.000, -0.001, -0.001, -0.010, 0.018, 0.162, -0.013, 0.007, -0.016, 0.007, -0.002, -0.002, 0.002, 0.016, -0.001, 0.006, 0.005, 0.000, 0.000, -0.001, 0.008, 0.000, 0.000, 0.000, 0.000], "homo_ev": [-5.3998, -7.2566], "lumo_energy_ev": [0.623, -0.660], "molar_mass_g_mol": 575.8, "spin_multiplicity": 4, "total_energy_ev": -52487.8624, "fmax_ha_per_bohr": 0.114, "gap_ha": [0.2213, 0.2424]}

=====

{"formula": "C19H42AlBBrCl4F3MgO17SV", "method": "ωB97M-V/def2-TZVPD", "species": ["C", "C", "O", "C", "C", "O", "C", "C", "O", "C", "C", "C", "C", "C", "C", "C", "F", "F", "F", "B", "C", "O", "O", "S", "O", "O", "C", "H", "H", "H", "H", "H", "H", "H", "H", "H", "H", "H", "H", "H", "H", "H", "H", "H", "H", "H", "H", "H", "H", "H", "H", "H", "H", "H", "H", "O", "Cl", "O", "O", "O", "C", "O", "H", "H", "H", "H", "C", "Cl", "Cl", "Cl", "H", "Mg", "Br", "O", "H", "O", "V", "O", "C", "O", "H", "H", "H", "H", "C", "O", "H", "H", "H", "H", "Al"], "positions_angstrom": [[9.16, -1.73, 1.10], [8.33, -1.01, -0.09], [7.59, 0.12, 0.45], [6.33, -0.34, 1.01], [5.38, 0.96, 1.11], [4.31, 0.73, 0.16], [3.42, 1.87, 0.12], [2.04, 1.48, 0.87], [1.06, 0.88, 0.01], [-0.23, 1.43, 0.35], [-1.44, 0.38, 0.14], [-2.77, 1.19, 0.50], [-4.09, 0.27, 0.63], [-5.29, 1.27, 0.96], [-6.75, 0.66, 0.76], [-7.13, -0.49, 1.80], [-6.56, -0.33, 3.05], [-6.94, -1.79, 1.26], [-8.53, -0.37, 2.00], [-4.24, -0.53, -0.77], [-4.35, -2.14, -0.92], [-4.25, 0.28, -1.97], [-4.02, -0.71, 1.72], [-2.52, -0.79, 2.43], [-2.29, 0.27, 3.49], [-2.47, -2.12, 3.15], [-1.18, -0.83, 1.17], [10.27, -1.56, 0.97], [8.87, -2.82, 1.18], [8.81, -1.24, 2.08], [9.09, -0.60, -0.82], [7.69, -1.76, -0.63], [6.52, -0.77, 2.06], [5.84, -1.16, 0.40], [4.96, 1.04, 2.18], [5.99, 1.89, 0.87], [3.22, 2.20, -0.96], [3.86, 2.73, 0.72], [2.31, 0.71, 1.67], [1.69, 2.43, 1.39], [-0.45, 2.28, -0.39], [-0.32, 1.78, 1.43], [-1.37, 0.06, -0.95], [-2.98, 1.90, -0.37], [-2.66, 1.86, 1.42], [-5.10, 2.23, 0.38], [-5.19, 1.54, 2.07], [-6.98, 0.31, -0.30], [-7.48, 1.51, 0.97], [-4.80, -2.63, 0.01], [-4.98, -2.44, -1.83], [-3.31, -2.58, -1.14], [-3.56, -0.11, -2.56], [-0.13, -0.74, 1.61], [-1.24, -1.86, 0.67], [6.63, 0.88, -3.44], [7.88, 0.15, -3.43], [7.75, -1.00, -2.60], [8.93, 0.99, -2.91], [8.21, -0.24, -4.80], [0.16, 5.33, -2.10], [0.24, 3.91, -2.06], [-0.40, 5.68, -1.23], [1.16, 5.76, -2.07], [-0.36, 5.65, -3.01], [0.74, 3.63, -2.84], [-5.71, -5.42, -3.13], [-6.02, -4.52, -1.63], [-7.08, -5.29, -4.23], [-4.22, -4.83, -3.92], [-5.57, -6.47, -2.87], [-7.77, -6.08, -0.19], [-2.09, -3.46, -3.58], [7.39, 1.33, -1.17], [7.15, 2.22, -0.86], [2.14, 2.27, 3.68], [0.78, 3.20, 4.23], [-0.54, 4.11, 4.88], [2.16, -4.42, -3.30], [1.16, -4.22, -2.30], [3.12, -4.10, -2.90], [2.22, -5.48, -3.56], [1.92, -3.83, -4.19], [0.32, -4.51, -2.68], [-6.24, 2.71, 4.75], [-6.98, 2.15, 3.67], [-5.71, 3.59, 4.39], [-6.92, 3.00, 5.55], [-5.51, 1.98, 5.12], [-7.43, 1.37, 4.02], [7.34, 1.15, -5.96]], "lowdin_charge": [-0.006, -0.188, -0.077, -0.062, -0.141, -0.165, -0.122, -0.178, -0.111, -0.180, -0.243, -0.114, -0.349, -0.076, -0.033, -0.416, 0.094, 0.044, 0.057, -0.381, -0.084, 0.081, -0.211, 0.773, -0.340, -0.329, -0.129, 0.104, 0.101, 0.091, 0.136, 0.129, 0.168, 0.163, 0.146, 0.131, 0.152, 0.133, 0.138, 0.086, 0.138, 0.114, 0.161, 0.145, 0.138, 0.148, 0.132, 0.140, 0.147, 0.059, 0.010, 0.033, 0.109, 0.127, 0.130, -0.396, 0.655, -0.293, -0.281, -0.466, -0.141, -0.150, 0.080, 0.079, 0.085, 0.079, -1.424, 0.544, 0.628, 0.439, 0.032, 1.094, 0.179, 0.119, 0.094, -0.406, 1.403, -0.346, -0.153, -0.156, 0.077, 0.083, 0.076, -0.018, -0.136, -0.148, 0.080, 0.085, 0.079, 0.069, 0.932], "homo_ev": -13.7871, "lumo_energy_ev": -12.541, "molar_mass_g_mol": 966.3, "total_energy_ev": -232661.8821, "fmax_ha_per_bohr": 0.146, "charge": 3, "gap_ha": 0.0458}

=====

{"formula": "C19H42B3N3O8", "method": "ωB97M-V/def2-TZVPD", "species": ["N", "C", "N", "N", "C", "B", "O", "B", "O", "B", "C", "C", "C", "C", "O", "C", "O", "O", "H", "H", "H", "H", "H", "H", "H", "H", "H", "H", "H", "H", "H", "H", "H", "H", "H", "H", "C", "C", "C", "O", "C", "H", "H", "H", "H", "H", "H", "H", "H", "C", "C", "C", "O", "C", "H", "H", "H", "H", "H", "H", "H", "H", "C", "C", "C", "O", "C", "H", "H", "H", "H", "H", "H", "H", "H"], "positions_angstrom": [[5.55, -0.64, 0.00], [6.63, -0.48, -1.02], [7.62, -1.61, -0.81], [7.37, 0.79, -0.78], [6.08, -0.60, -2.53], [5.02, 0.59, -2.93], [5.15, 1.17, -4.26], [3.85, 1.40, -4.85], [2.91, 2.18, -4.07], [2.88, 1.64, -2.72], [1.41, 1.71, -1.98], [1.36, 0.76, -0.69], [-0.11, 0.36, -0.19], [-1.14, -0.01, -1.36], [-2.14, -1.01, -0.90], [-2.04, -2.17, -1.73], [-2.36, -2.12, -2.94], [4.02, 1.11, -2.03], [4.97, -1.46, -0.19], [5.96, -0.67, 0.95], [8.13, -1.77, -1.70], [7.03, -2.45, -0.72], [7.81, 0.78, 0.16], [8.12, 0.87, -1.49], [6.99, -0.47, -3.23], [5.65, -1.65, -2.77], [3.52, 0.95, -5.90], [0.65, 1.46, -2.79], [1.31, 2.79, -1.62], [2.01, -0.17, -0.81], [1.85, 1.36, 0.17], [-0.58, 1.13, 0.55], [0.01, -0.60, 0.44], [-0.63, -0.39, -2.31], [-1.75, 0.92, -1.63], [-1.61, -3.14, -1.28], [0.85, -5.74, -0.89], [1.03, -5.61, 0.60], [2.53, -5.45, 0.73], [2.98, -4.79, -0.47], [1.91, -4.80, -1.42], [-0.16, -5.50, -1.24], [1.08, -6.77, -1.21], [0.53, -4.71, 0.96], [0.65, -6.46, 1.17], [3.04, -6.42, 0.78], [2.82, -4.86, 1.60], [1.52, -3.77, -1.50], [2.29, -5.10, -2.40], [-1.68, 4.21, 3.14], [-3.17, 3.92, 3.17], [-3.27, 2.69, 2.29], [-2.03, 1.97, 2.43], [-1.09, 2.81, 3.11], [-1.33, 4.81, 3.98], [-1.43, 4.74, 2.21], [-3.47, 3.67, 4.20], [-3.79, 4.75, 2.82], [-3.38, 2.96, 1.24], [-4.10, 2.04, 2.57], [-0.96, 2.42, 4.12], [-0.13, 2.78, 2.59], [-8.82, 2.35, 1.55], [-8.21, 0.97, 1.74], [-6.74, 1.31, 1.94], [-6.69, 2.60, 2.56], [-7.99, 3.19, 2.50], [-9.89, 2.38, 1.77], [-8.66, 2.68, 0.52], [-8.61, 0.51, 2.64], [-8.38, 0.30, 0.90], [-6.22, 1.37, 0.98], [-6.23, 0.57, 2.56], [-8.41, 3.17, 3.52], [-7.91, 4.23, 2.18]], "lowdin_charge": [0.070, -0.637, 0.019, 0.062, -0.006, -0.404, 0.161, -0.224, 0.166, -0.410, -0.072, -0.200, -0.158, -0.181, -0.109, -0.243, 0.030, 0.215, 0.079, 0.084, 0.065, 0.061, 0.082, 0.082, 0.123, 0.129, 0.109, 0.107, 0.128, 0.112, 0.125, 0.108, 0.119, 0.122, 0.137, 0.150, -0.180, -0.178, -0.205, -0.146, -0.208, 0.106, 0.118, 0.114, 0.115, 0.117, 0.117, 0.110, 0.118, -0.179, -0.174, -0.197, -0.156, -0.208, 0.114, 0.116, 0.119, 0.116, 0.122, 0.099, 0.118, 0.111, -0.180, -0.178, -0.215, -0.154, -0.204, 0.114, 0.116, 0.116, 0.115, 0.120, 0.118, 0.117, 0.117], "homo_ev": -9.2912, "lumo_energy_ev": 0.305, "molar_mass_g_mol": 473.0, "total_energy_ev": -43267.0298, "fmax_ha_per_bohr": 0.091, "smiles": "NC(N)(N)CB1OBOB(CCCCOC=O)O1.C1CCOC1.C1CCOC1.C1CCOC1", "gap_ha": 0.3526}

=====

{"formula": "C19H42I2N5O4P2", "method": "ωB97M-V/def2-TZVPD", "species": ["N", "C", "N", "P", "O", "I", "N", "P", "O", "I", "H", "H", "H", "H", "H", "H", "C", "C", "C", "C", "C", "C", "N", "O", "C", "C", "C", "H", "H", "H", "H", "H", "H", "H", "H", "H", "H", "H", "H", "H", "H", "H", "H", "H", "H", "C", "C", "C", "C", "C", "C", "N", "O", "C", "C", "C", "H", "H", "H", "H", "H", "H", "H", "H", "H", "H", "H", "H", "H", "H", "H", "H", "H", "H"], "positions_angstrom": [[4.22, 2.59, 4.31], [5.47, 2.08, 4.67], [5.60, 0.80, 5.07], [6.70, -0.36, 4.25], [5.75, -0.42, 2.92], [5.93, -2.25, 5.54], [6.46, 2.95, 4.62], [8.19, 3.04, 5.08], [8.70, 2.14, 3.83], [8.36, 1.55, 7.00], [3.70, 1.93, 3.74], [3.65, 2.88, 5.10], [4.68, 0.39, 5.16], [6.26, -0.65, 2.13], [6.13, 3.84, 4.26], [9.57, 1.73, 3.97], [3.62, -0.20, -0.21], [2.52, -0.61, 0.78], [2.86, -1.94, 1.46], [2.71, -3.15, 0.53], [1.32, -3.18, -0.11], [0.95, -1.88, -0.82], [1.18, -0.73, 0.11], [0.22, -0.53, 0.93], [1.74, -1.72, -2.13], [-0.53, -1.89, -1.20], [2.42, 0.51, 1.82], [3.26, 0.55, -0.91], [4.45, 0.23, 0.35], [4.02, -1.04, -0.78], [2.19, -2.07, 2.32], [3.87, -1.87, 1.85], [3.49, -3.14, -0.24], [2.86, -4.06, 1.11], [1.25, -4.00, -0.83], [0.58, -3.38, 0.67], [1.61, -0.72, -2.54], [1.36, -2.44, -2.85], [2.80, -1.92, -2.02], [-1.17, -2.08, -0.34], [-0.70, -2.68, -1.93], [-0.83, -0.94, -1.65], [2.12, 1.45, 1.35], [3.41, 0.63, 2.26], [1.70, 0.27, 2.60], [-4.98, 2.51, -3.55], [-5.00, 0.98, -3.71], [-6.43, 0.46, -3.88], [-7.25, 0.51, -2.60], [-6.54, -0.21, -1.45], [-5.11, 0.29, -1.22], [-4.37, 0.28, -2.53], [-3.93, -0.88, -2.83], [-5.13, 1.69, -0.58], [-4.38, -0.62, -0.24], [-4.16, 0.65, -4.94], [-4.04, 2.84, -3.11], [-5.08, 2.96, -4.53], [-5.80, 2.89, -2.94], [-6.38, -0.58, -4.23], [-6.91, 1.04, -4.67], [-7.48, 1.54, -2.32], [-8.22, 0.03, -2.77], [-7.10, -0.10, -0.52], [-6.49, -1.28, -1.67], [-4.13, 2.12, -0.58], [-5.46, 1.59, 0.45], [-5.80, 2.39, -1.07], [-4.38, -1.66, -0.57], [-4.89, -0.57, 0.72], [-3.34, -0.31, -0.10], [-3.13, 0.95, -4.80], [-4.58, 1.19, -5.79], [-4.18, -0.42, -5.16]], "mulliken_spin": [0.000, 0.000, 0.000, 0.000, 0.000, 0.000, 0.000, 0.000, 0.000, 0.000, 0.000, 0.000, 0.000, 0.000, 0.000, 0.000, 0.031, -0.005, 0.031, -0.021, 0.032, 0.019, 0.394, 0.537, 0.014, -0.020, -0.002, -0.018, 0.001, 0.002, 0.000, 0.004, 0.000, 0.001, 0.000, 0.004, -0.010, 0.001, 0.001, 0.002, 0.000, 0.004, -0.007, 0.000, 0.005, 0.024, -0.005, 0.030, -0.020, 0.030, 0.009, 0.397, 0.545, 0.017, -0.024, -0.004, -0.014, 0.001, 0.001, 0.002, 0.002, -0.001, 0.002, 0.001, 0.004, -0.010, 0.001, 0.001, 0.002, 0.000, 0.008, -0.003, 0.001, 0.002], "de_lowest_kj_mol": 0.0, "homo_ev": [-9.2175, -10.3553], "lumo_energy_ev": [-3.855, -3.855], "molar_mass_g_mol": 720.3, "spin_multiplicity": 3, "total_energy_ev": -70797.2891, "fmax_ha_per_bohr": 0.018, "charge": 1, "gap_ha": [0.1971, 0.2389]}